1.
H3N3O | ωB97M-V/def2-TZVPD

Output
HOMO energy ... -9.639 eV
Orbital gap ... 9.9 eV
Calculated total energy ... -241.09539 hartree
Total charge ... 0

Last column: Mulliken charge in e.
Atoms and positions in Å:
N  -0.2237  0.6572  0.7798  -0.390
N  1.1397  -0.2570  -0.7606  -0.695
N  0.0637  -0.0928  -0.2231  0.771
H  1.1017  -0.9053  -1.5429  0.307
O  -1.4316  -1.0442  -0.6997  -0.549
H  -1.1687  0.5548  1.1242  0.285
H  0.5188  1.0872  1.3223  0.271



2.
H3N3O2 | ωB97M-V/def2-TZVPD

Output
HOMO energy (alpha / beta) ... -6.888 / -9.162 eV
Orbital gap (alpha / beta) ... 6.7 / 8.5 eV
Calculated total energy ... -316.31201 hartree
Total charge ... 0

Last column: Mulliken charge in e.
Atoms and positions in Å:
H  0.9733  -0.7629  -1.1142  0.305
O  -0.3346  1.1932  -1.3693  -0.173
H  1.1290  0.6456  -0.1605  0.308
O  -0.3171  -0.2400  1.7018  -0.354
H  -0.7389  -0.9833  2.1666  0.408
N  -1.5600  1.2588  -1.4737  0.076
N  0.8804  -0.2806  -0.2399  -0.200
N  -0.0322  -0.8308  0.4892  -0.369



3.
H3N3O2 | ωB97M-V/def2-TZVPD

Output
HOMO energy (alpha / beta) ... -7.272 / -8.962 eV
Orbital gap (alpha / beta) ... 7.3 / 8.4 eV
Calculated total energy ... -316.33859 hartree
Total charge ... 0

Last column: Mulliken charge in e.
Atoms and positions in Å:
N  -2.1444  -0.4835  -0.1737  0.151
H  1.1903  -1.9815  0.1319  0.331
N  0.8131  -0.2903  -0.6603  -0.225
O  1.2963  -1.1180  0.3496  -0.355
H  0.0980  0.7923  0.8329  0.285
H  0.2849  1.6616  -0.7099  0.263
O  -2.0741  0.5718  0.3476  -0.183
N  0.5359  0.8475  -0.1180  -0.267



4.
H3N3O2 | ωB97M-V/def2-TZVPD

Output
HOMO energy (alpha / beta) ... -7.868 / -8.763 eV
Orbital gap (alpha / beta) ... 8.2 / 8.3 eV
Calculated total energy ... -316.34393 hartree
Total charge ... 0

Last column: Mulliken charge in e.
Atoms and positions in Å:
O  1.0534  2.6500  1.1982  -0.237
H  -0.9922  1.1988  0.7629  0.309
H  -0.4085  0.6605  -0.7612  0.279
N  0.0750  -0.2315  1.0212  -0.274
N  -0.7853  0.3575  0.1780  -0.315
H  1.3034  -1.6291  1.0212  0.378
N  1.7098  1.6901  0.9732  0.209
O  1.0097  -1.0337  0.3579  -0.349



5.
H3N3O2S | ωB97M-V/def2-TZVPD

Output
HOMO energy (alpha / beta) ... -7.647 / -9.565 eV
Orbital gap (alpha / beta) ... 6.2 / 9.4 eV
Calculated total energy ... -714.51521 hartree
Total charge ... 0

Last column: Mulliken charge in e.
Atoms and positions in Å:
S  -0.1418  -1.4220  -1.1301  -0.040
N  -0.0388  0.9734  -0.2575  -0.283
H  0.1318  1.5659  0.6438  0.277
O  1.5406  0.0672  2.1906  -0.449
N  -0.4867  -0.2998  -0.0294  -0.178
N  0.9373  -0.9150  1.8649  0.698
H  0.4690  1.2399  -1.1148  0.241
H  -0.3713  -2.3647  -0.2766  0.164
O  1.1716  -2.0302  2.1957  -0.431



6.
H3N3O3 | ωB97M-V/def2-TZVPD

Output
Structure (SMILES) ... N/N=[N+](/[O-])OO
HOMO energy (alpha / beta) ... -8.908 / -8.908 eV
Orbital gap (alpha / beta) ... 9.2 / 9.2 eV
Calculated total energy ... -391.51141 hartree
Total charge ... 0

Last column: Mulliken charge in e.
Atoms and positions in Å:
O  2.4270  -0.6904  0.1453  -0.365
N  -0.4178  1.2961  -0.1658  -0.353
H  -0.8922  -0.3351  0.8655  0.270
N  -1.2307  0.2904  0.0692  -0.333
N  0.8584  0.8486  -0.1184  1.004
O  1.0653  -0.5390  0.0782  -0.154
O  1.8696  1.5847  -0.1745  -0.735
H  -2.1976  0.5579  0.2100  0.261
H  2.6545  0.2606  0.1466  0.404



7.
H3N3O3 | ωB97M-V/def2-TZVPD

Output
HOMO energy (alpha / beta) ... -9.093 / -8.059 eV
Orbital gap (alpha / beta) ... 9.2 / 7.2 eV
Calculated total energy ... -391.54075 hartree
Total charge ... 0

Last column: Mulliken charge in e.
Atoms and positions in Å:
N  0.3411  -1.3103  0.0391  -0.148
H  -1.0477  0.5021  -2.1774  0.398
O  -1.0834  -0.0424  -1.3210  -0.375
N  0.2090  -0.3387  -0.8175  -0.146
O  -0.0257  2.3688  0.6966  -0.475
H  0.9559  -1.0422  0.8355  0.357
H  -0.3691  -1.9960  0.1603  0.219
N  0.2414  1.2214  0.8263  0.714
O  0.7786  0.6374  1.7579  -0.546



8.
H3N3OS | ωB97M-V/def2-TZVPD

Output
Structure (SMILES) ... N#[N+][O-].NS
HOMO energy ... -8.238 eV
Orbital gap ... 8.1 eV
Calculated total energy ... -639.33233 hartree
Total charge ... 0

Last column: Mulliken charge in e.
Atoms and positions in Å:
N  1.5838  0.5027  1.3324  0.477
N  -0.4744  -0.0354  -1.1978  -0.544
N  2.5694  0.9271  0.8321  -0.134
H  -0.9142  0.0068  -2.1321  0.259
O  0.3388  0.0772  1.9460  -0.353
H  -1.2717  -0.3972  0.7394  0.132
H  0.1424  -0.8401  -1.1350  0.257
S  -1.9742  -0.2411  -0.3851  -0.094



9.
H3N4O2 | ωB97M-V/def2-TZVPD

Output
<S²> ... 2.009
Multiplicity ... 3
HOMO energy (alpha / beta) ... -1.770 / -4.375 eV
Orbital gap (alpha / beta) ... 5.9 / 8.4 eV
Calculated total energy ... -371.12663 hartree
Total charge ... -1

Last column: Mulliken charge in e.
Atoms and positions in Å:
O  1.6976  2.6675  -1.2595  -0.673
N  -0.4063  1.7635  0.8554  -0.311
N  -0.7938  -2.1643  0.5748  -0.656
H  -1.7331  -1.8775  0.2094  0.218
N  1.2066  1.4986  -0.8992  0.569
O  1.3136  0.4233  -1.5667  -0.638
H  -0.2671  -1.3733  0.8988  0.229
H  -1.0399  -2.6690  1.4316  0.203
N  0.0225  1.7312  -0.2446  0.059



10.
H3NO3Si | ωB97M-V/def2-TZVPD

Output
HOMO energy ... -10.840 eV
Orbital gap ... 10.9 eV
Calculated total energy ... -571.66878 hartree
Total charge ... 0

Last column: Mulliken charge in e.
Atoms and positions in Å:
O  -2.1396  -0.0534  -0.9492  -0.629
H  -0.2425  -1.4000  0.8912  -0.053
N  -2.0348  0.1609  0.2395  0.940
O  -2.8967  0.5463  0.9392  -0.565
H  -0.2534  1.2754  1.9130  -0.025
H  -0.0210  0.1263  -1.3811  0.359
Si  -0.2400  -0.0369  0.6029  0.320
O  0.5748  0.3176  -0.7239  -0.347



Q: Which relative energy (zero: lowest compared OMol25 entry of this formula, charge and spin) values were calculated for the entries above? A: 111.8; 59.5; 42.8; 39.5; 73.5; 143.6; 125.2; 102.7; 0.0; 28.4, in kcal per mole.